one:
The following is a quantum chemistry calculation of 2 unconnected molecules or ions with the total composition C4H12O, from OMol25.

As for the SMILES: CCC.CO. As for the gap between HOMO and LUMO: 11.42 eV. The LUMO energy comes out at 1.0 eV.

Cartesian coordinates (Å):
C 2.709 0.455 -1.438
H 2.926 1.043 -2.325
H -2.654 -0.568 -0.312
C -0.701 -1.241 0.085
H -0.593 -1.764 -0.877
H -1.017 -1.989 0.827
H 2.092 0.863 0.355
H 2.085 -0.400 -1.710
C -1.902 0.501 1.501
C -1.750 -0.126 0.092
O 2.076 1.304 -0.498
H -1.453 0.689 -0.564
H 0.302 -0.928 0.389
H -2.930 0.527 1.845
H 3.668 0.075 -1.078
H -1.273 0.019 2.239
H -1.584 1.539 1.469


two:
The following is a quantum chemistry calculation of 2 unconnected molecules or ions with the total composition C4H12O, from OMol25.

As for the SMILES: CCO.CC. As for the gap between HOMO and LUMO: 11.20 eV. The LUMO energy comes out at 0.9 eV.

Cartesian coordinates (Å):
H 0.039 -0.184 -3.521
H 0.747 0.103 0.905
C -1.425 -0.276 -1.839
H 0.525 -1.209 -2.163
H 1.153 1.804 1.693
H 2.085 -0.700 2.640
H -0.753 -1.755 -3.358
C 1.236 0.088 3.018
H -1.845 -0.963 -1.021
H -0.458 0.917 1.898
O -0.900 0.576 -0.914
H -0.671 1.497 -1.241
H 0.554 -0.595 3.462
H -2.357 0.080 -2.376
C 0.687 0.832 1.803
H 1.732 0.627 3.840
C -0.350 -0.843 -2.824


What should be chosen as the least stable of them? Choose two.


one:
The following is a quantum chemistry calculation of C6H7N3S in the gas phase, from OMol25.

As for the SMILES: NN1CC=Nc2ccsc21. As for the gap between HOMO and LUMO: 8.17 eV. The LUMO energy comes out at 0.7 eV.

Cartesian coordinates (Å):
H 0.880 2.279 0.910
C 1.880 0.111 -0.033
H 2.686 0.295 -0.658
C -1.994 -1.375 -0.042
H -3.855 -0.410 0.524
C -0.678 -1.029 -0.165
S -1.991 1.135 -0.114
N 0.767 0.930 -0.467
H 2.183 0.498 1.016
C 1.592 -1.363 -0.089
N 0.939 2.297 -0.045
H 0.260 2.862 -0.487
C -0.477 0.399 -0.199
H -2.218 -2.501 0.105
N 0.424 -1.913 -0.161
H 2.437 -1.920 -0.143
C -2.834 -0.297 0.049


two:
The following is a quantum chemistry calculation of 2 unconnected molecules or ions with the total composition C6H7N3S, from OMol25.

As for the SMILES: C/C=N/c1nccs1.C#N. As for the gap between HOMO and LUMO: 8.98 eV. The LUMO energy comes out at 0.0 eV.

Cartesian coordinates (Å):
H 1.347 1.931 -0.937
H 2.586 -0.469 -0.358
C -3.516 0.884 0.008
N -1.429 1.759 0.170
C -1.157 0.474 0.095
H 1.876 -2.312 -0.584
H -4.572 0.783 -0.241
N 3.128 2.337 0.149
H 2.520 -1.831 0.931
N 0.173 0.131 0.096
C -2.789 2.046 0.116
H 0.043 -1.786 0.849
C 2.142 2.287 -0.443
H -3.139 3.026 0.078
C 0.639 -1.047 0.343
S -2.514 -0.548 -0.105
C 2.015 -1.442 0.023


three:
The following is a quantum chemistry calculation of C6H7N3S in the gas phase, from OMol25.

As for the gap between HOMO and LUMO (alpha / beta): 6.71 / 7.21 eV. The LUMO energy (alpha / beta) comes out at -0.5 / -0.4 eV.

Cartesian coordinates (Å):
S -1.080 -1.187 2.289
N -1.511 0.983 0.941
H -3.074 0.449 2.199
C 0.229 -0.404 1.339
C -2.144 0.164 1.722
H 0.025 2.345 -0.408
N 2.751 -2.257 -1.503
H 1.132 -0.498 1.876
C 0.471 1.329 -0.336
C 0.199 0.309 -1.482
H 0.621 0.767 -2.308
C 1.737 -1.649 -1.305
C 0.519 -1.095 -1.076
H -0.880 0.194 -1.756
H -0.384 -1.782 -0.984
N -0.187 0.798 0.810
H 1.576 1.532 -0.019


What should be chosen as the least stable of them? Choose three.


one:
The following is a quantum chemistry calculation of C23H22N2O3 in the gas phase, from OMol25.

As for the SMILES: CCOc1ccc(/C=N/NC(=O)COc2ccccc2-c2ccccc2)cc1. As for the gap between HOMO and LUMO: 8.68 eV. The LUMO energy comes out at 0.7 eV.

Cartesian coordinates (Å):
C -2.300 -2.181 -0.888
C 5.185 0.913 0.779
C -4.202 -1.130 0.166
H -5.084 -2.247 1.752
H 9.309 -1.432 0.728
H 10.033 0.052 1.370
C -3.175 -1.107 -0.784
H 3.383 1.876 1.380
N -0.432 0.570 -1.350
C -5.518 0.511 1.498
C 3.043 0.587 -0.297
H 5.764 1.397 1.550
C -6.854 1.362 -0.772
C -2.420 -3.270 -0.045
C -1.273 1.326 -0.601
H -1.734 -4.098 -0.138
O -0.965 2.036 0.332
O -3.006 -0.051 -1.670
C -2.724 1.204 -1.086
C -5.890 0.376 -0.871
H 7.595 -0.027 1.872
H 1.248 1.588 0.378
H -7.901 2.700 0.531
O 7.091 -0.323 -0.111
H -6.704 1.941 2.551
C 7.952 0.230 0.865
H -7.379 1.689 -1.658
H 9.687 -0.096 -0.361
H 5.472 -1.262 -1.784
C 5.781 0.024 -0.112
H 3.042 -0.766 -1.950
C -5.209 -0.058 0.264
H -3.384 1.434 -0.244
C 3.651 -0.303 -1.191
C 9.340 -0.349 0.637
H -1.527 -2.159 -1.640
H -2.893 1.948 -1.871
H -3.501 -4.127 1.594
H 7.977 1.324 0.769
C 4.993 -0.578 -1.101
C -3.409 -3.286 0.923
H -5.661 -0.069 -1.828
C -6.479 1.501 1.591
C -7.149 1.928 0.457
C 3.834 1.186 0.682
H -4.985 0.187 2.380
C 1.630 0.888 -0.362
C -4.290 -2.226 1.020
H -0.860 0.036 -2.099
N 0.899 0.335 -1.251


two:
The following is a quantum chemistry calculation of C23H22N2O3 in the gas phase, from OMol25.

As for the SMILES: COC(=O)[C@H](CNCc1cc(O)cc(C#N)c1)Cc1cccc2ccccc12. As for the gap between HOMO and LUMO: 8.80 eV. The LUMO energy comes out at 0.4 eV.

Cartesian coordinates (Å):
N 1.469 -0.916 -0.207
O 6.684 -1.201 -3.206
C 0.941 -0.466 1.065
H 3.161 3.829 -0.134
C 3.152 -1.836 -3.908
C 2.425 3.219 -0.641
H 3.406 3.291 -2.534
C 0.363 1.941 -0.503
C -0.763 1.381 0.331
C 1.728 1.794 -3.997
O -2.011 -1.021 2.516
H 1.228 2.962 1.140
C 2.894 -1.179 -0.177
H -1.040 -0.804 0.333
H 1.297 -0.208 -0.909
H -1.301 0.410 -2.038
H -0.879 2.057 1.179
H 5.473 -0.956 -0.986
H -3.267 -1.920 3.814
H 3.461 -0.362 0.298
H 2.585 2.180 -4.536
H -3.021 -0.172 4.123
C -2.545 -1.111 3.847
H 6.935 -1.326 -4.126
C 0.478 1.640 -1.900
N 1.586 -2.350 -5.907
H 1.546 -1.826 -2.485
C -1.088 -0.062 2.338
C -0.455 0.810 -2.580
C 2.281 -2.128 -5.019
C 1.591 2.128 -2.626
H -1.748 -1.327 4.556
H -1.706 1.386 -0.213
C 1.319 2.724 0.086
C 3.445 -1.381 -1.570
H 1.513 0.366 1.500
C -0.291 0.495 -3.899
O -0.732 0.685 3.216
C 2.560 2.925 -1.964
H 0.931 0.735 -5.665
H 4.912 -1.791 -5.143
H 3.077 -2.071 0.432
C 0.814 0.997 -4.622
C 5.338 -1.375 -3.069
C 4.804 -1.219 -1.797
H 1.013 -1.295 1.777
C 4.515 -1.680 -4.141
C -0.535 -0.047 0.931
C 2.608 -1.698 -2.636
H -1.003 -0.150 -4.398


What should be chosen as the least stable of them? Choose one.